No. 1
C8H17N4 | ωB97M-V/def2-TZVPD

Atoms and positions in Å:
C  0.720  0.241  -1.908
C  -0.834  0.102  -1.606
C  2.044  -0.565  0.004
C  0.917  -0.492  0.962
C  -0.926  0.795  1.996
C  -1.463  -0.838  -2.684
C  2.568  -2.002  -0.328
C  -1.161  2.011  2.809
N  1.800  0.073  -1.286
N  0.498  0.541  1.678
N  -1.591  0.928  0.647
N  -1.259  -0.083  -0.237
H  0.637  0.603  -2.839
H  -1.233  1.225  -1.862
H  2.869  0.119  0.175
H  0.316  -1.384  1.374
H  -1.170  -0.283  2.363
H  -0.761  -1.682  -2.952
H  -1.756  -0.289  -3.442
H  -2.428  -1.181  -2.178
H  2.017  -2.731  0.280
H  3.627  -2.051  -0.142
H  2.350  -2.104  -1.383
H  -1.086  1.681  3.750
H  -2.215  2.333  2.772
H  -0.424  2.810  2.390
H  1.104  1.337  1.425
H  -1.442  1.780  0.095
H  -1.717  -0.895  0.126

## Properties
net charge = +1
energy above the lowest of the compared OMol25 structures with the same formula, charge and spin = 390.7 kJ/mol

No. 2
C36H73BrO13 | ωB97M-V/def2-TZVPD

Atoms and positions in Å:
C  -2.950  -5.553  2.944
C  -3.391  -5.372  1.501
O  -2.271  -5.325  0.622
C  -1.945  -4.013  0.212
C  -0.668  -4.075  -0.614
O  0.052  -2.862  -0.465
C  1.310  -2.994  0.161
C  1.191  -3.388  1.629
O  0.232  -2.573  2.279
C  0.754  -1.513  3.036
C  -0.411  -0.679  3.598
C  -0.102  0.801  3.524
C  -0.017  1.412  2.099
C  -0.493  0.556  0.934
Br  -1.049  3.079  2.055
O  -0.459  -0.975  5.052
C  -1.065  -2.177  5.132
O  -0.813  -3.036  5.926
O  -2.012  -2.255  4.182
C  -1.807  -1.191  3.222
C  -2.930  -0.188  3.364
C  -4.318  -0.828  3.162
C  -4.994  -0.315  1.889
C  -6.429  -0.800  1.704
C  -6.591  -2.326  1.822
C  -7.614  -2.933  0.842
C  -9.017  -3.160  1.430
C  -9.716  -4.390  0.827
C  -9.516  -5.688  1.614
C  -9.734  -5.565  3.119
O  -8.476  -5.582  3.773
C  -8.464  -4.963  5.038
H  -2.123  -6.258  2.997
H  -2.658  -4.608  3.401
H  -3.774  -5.961  3.532
H  -3.959  -4.442  1.402
H  -4.045  -6.185  1.187
H  -1.768  -3.375  1.082
H  -2.762  -3.587  -0.381
H  -0.093  -4.941  -0.275
H  -0.885  -4.225  -1.673
H  1.937  -3.714  -0.373
H  1.771  -2.007  0.099
H  2.171  -3.296  2.108
H  0.868  -4.423  1.744
H  1.346  -1.874  3.881
H  1.413  -0.878  2.431
H  0.881  0.909  3.987
H  -0.780  1.372  4.151
H  1.010  1.705  1.902
H  -0.375  1.116  0.008
H  -1.551  0.315  1.014
H  0.072  -0.369  0.837
H  -1.800  -1.663  2.242
H  -2.804  0.633  2.657
H  -2.860  0.259  4.358
H  -4.951  -0.553  4.006
H  -4.221  -1.911  3.149
H  -4.993  0.777  1.966
H  -4.387  -0.555  1.011
H  -7.063  -0.302  2.440
H  -6.773  -0.488  0.716
H  -5.635  -2.828  1.677
H  -6.932  -2.561  2.831
H  -7.691  -2.304  -0.048
H  -7.229  -3.896  0.496
H  -8.917  -3.244  2.511
H  -9.642  -2.288  1.226
H  -9.291  -4.543  -0.169
H  -10.777  -4.198  0.670
H  -10.220  -6.430  1.232
H  -8.521  -6.099  1.444
H  -10.248  -4.626  3.347
H  -10.361  -6.380  3.496
H  -7.441  -4.665  5.258
H  -8.798  -5.647  5.824
H  -9.091  -4.066  5.054
C  0.929  5.083  -2.379
O  2.095  5.042  -1.587
C  1.916  4.477  -0.302
C  3.015  3.509  0.072
O  3.024  2.291  -0.655
C  3.439  2.294  -2.009
C  4.917  2.522  -2.233
O  5.301  3.856  -1.953
C  6.531  3.983  -1.273
H  0.288  5.927  -2.103
H  1.239  5.205  -3.416
H  0.352  4.156  -2.295
H  0.950  3.964  -0.231
H  1.918  5.287  0.439
H  2.821  3.207  1.105
H  3.993  3.995  0.058
H  2.843  2.982  -2.611
H  3.224  1.282  -2.362
H  5.131  2.309  -3.289
H  5.491  1.818  -1.621
H  6.625  3.243  -0.471
H  6.558  4.977  -0.828
H  7.382  3.882  -1.956
C  6.029  4.899  -5.286
O  7.162  5.537  -5.834
C  7.804  6.440  -4.954
C  9.307  6.276  -4.952
O  9.779  5.073  -4.369
C  9.614  3.850  -5.064
C  10.486  3.676  -6.287
O  10.081  4.508  -7.359
C  11.138  5.107  -8.072
H  5.149  5.550  -5.322
H  5.831  4.007  -5.880
H  6.201  4.597  -4.248
H  7.430  6.315  -3.931
H  7.575  7.465  -5.273
H  9.705  7.064  -4.308
H  9.723  6.432  -5.949
H  8.566  3.659  -5.302
H  9.931  3.087  -4.348
H  10.407  2.629  -6.608
H  11.530  3.872  -6.017
H  11.912  5.489  -7.397
H  10.725  5.946  -8.629
H  11.595  4.406  -8.779

## Properties
net charge = 0

No. 3
C16H15N3O2S | ωB97M-V/def2-TZVPD

Atoms and positions in Å:
C  1.961  5.126  3.221
C  1.509  3.764  2.827
C  1.203  3.336  1.570
C  0.806  1.966  1.558
C  0.822  1.396  2.824
N  0.492  0.121  3.096
C  0.135  -0.619  2.104
N  0.066  -0.172  0.800
N  -0.305  -1.153  -0.071
C  -0.612  -0.979  -1.296
C  -0.983  -2.128  -2.097
C  -1.285  -1.953  -3.448
C  -1.641  -3.028  -4.236
C  -1.706  -4.305  -3.688
C  -1.408  -4.491  -2.337
C  -1.051  -3.417  -1.556
H  -0.818  -3.551  -0.513
H  -1.465  -5.488  -1.931
O  -2.053  -5.390  -4.422
H  -2.233  -5.131  -5.335
H  -1.871  -2.881  -5.284
H  -1.236  -0.965  -3.881
H  -0.619  -0.021  -1.807
C  0.412  1.153  0.433
O  0.375  1.517  -0.728
C  -0.238  -2.036  2.368
H  0.409  -2.701  1.799
H  -0.131  -2.228  3.431
H  -1.264  -2.220  2.056
S  1.323  2.517  4.034
C  1.278  4.215  0.366
H  0.622  5.077  0.484
H  2.294  4.584  0.229
H  0.981  3.657  -0.516
H  1.205  5.868  2.962
H  2.879  5.388  2.694
H  2.145  5.171  4.290

## Properties
net charge = 0
energy above the lowest of the compared OMol25 structures with the same formula, charge and spin = 128.1 kJ/mol

No. 4
C6H5BrF2O | ωB97M-V/def2-TZVPD

Atoms and positions in Å:
C  1.637  -1.184  0.286
C  2.312  -0.146  -0.333
C  0.269  -1.106  0.135
C  1.409  0.801  -0.624
C  -0.148  0.180  -0.458
C  -1.850  0.428  0.455
O  -2.072  1.766  0.643
F  1.623  1.934  -1.327
F  -1.866  -0.313  1.492
Br  -3.177  -0.385  -0.778
H  2.111  -2.155  0.676
H  3.332  0.036  -0.476
H  -0.344  -1.919  0.529
H  -0.543  0.194  -1.502
H  -2.693  1.867  1.280

## Properties
net charge = 0
energy above the lowest of the compared OMol25 structures with the same formula, charge and spin = 144.9 kJ/mol

No. 5
C6H16 | ωB97M-V/def2-TZVPD

Atoms and positions in Å:
C  -1.070  -0.717  0.820
C  -0.505  -1.584  1.945
C  -1.995  -1.363  -0.138
C  -1.761  0.602  1.438
H  -0.185  -0.136  0.517
H  -1.209  -1.862  2.736
H  -2.981  -1.628  0.241
H  -2.219  -0.678  -0.977
H  -1.622  -2.327  -0.526
H  -2.337  0.270  2.321
H  -0.987  1.357  1.529
H  0.251  -0.964  2.427
H  -0.018  -2.514  1.616
H  -2.700  0.798  0.931
C  3.046  0.906  -1.940
C  1.830  1.805  -1.676
H  3.070  0.806  -3.037
H  4.008  1.232  -1.562
H  2.901  -0.130  -1.634
H  2.012  2.843  -1.987
H  1.063  1.428  -2.365
H  1.411  1.857  -0.680

## Properties
⟨S²⟩ = 0.750
net charge = -1
2S+1 = 2
energy above the lowest of the compared OMol25 structures with the same formula, charge and spin = 80.1 kJ/mol

No. 6
C4H11NO3 | ωB97M-V/def2-TZVPD

Atoms and positions in Å:
C  -0.424  -0.641  -1.155
C  -0.645  0.011  0.049
C  0.380  2.350  -0.114
C  -0.665  1.313  -0.597
O  -1.439  1.720  -1.495
O  2.660  -0.208  0.005
N  0.131  -0.219  1.182
H  -1.105  -0.743  -1.991
H  -0.446  -4.091  -1.180
H  0.407  -1.343  -1.103
H  -0.374  -3.923  -0.461
H  1.380  1.908  -0.139
H  0.173  3.236  -0.705
H  0.139  2.511  0.941
H  1.099  -0.395  0.851
H  -0.229  -1.057  1.699
H  -0.590  -3.153  2.639
H  3.518  -0.562  -0.330
O  -0.693  -2.627  1.821

## Properties
⟨S²⟩ = 1.767
net charge = +1
2S+1 = 2
energy above the lowest of the compared OMol25 structures with the same formula, charge and spin = 903.0 kJ/mol

No. 7
C18H40Br2O5 | ωB97M-V/def2-TZVPD

Atoms and positions in Å:
Br  -1.208  9.068  8.756
C  -0.499  8.056  7.289
C  -1.012  6.572  7.559
Br  -0.271  5.316  6.269
H  0.580  8.200  7.351
H  -0.846  8.554  6.385
H  -2.085  6.386  7.598
H  -0.640  6.304  8.548
C  -2.781  -2.898  -3.532
C  -3.777  -3.536  -2.690
C  -4.944  -3.996  -3.198
C  -5.103  -3.922  -4.616
C  -4.137  -3.350  -5.459
C  -2.975  -2.864  -4.896
H  -1.808  -2.650  -3.134
H  -3.617  -3.677  -1.632
H  -5.724  -4.395  -2.567
H  -5.886  -4.481  -5.106
H  -4.239  -3.358  -6.534
H  -2.198  -2.486  -5.543
C  5.171  4.352  -1.336
C  6.265  4.647  -0.238
O  6.464  6.073  -0.020
H  4.148  4.727  -1.309
H  5.103  3.264  -1.342
H  5.660  4.601  -2.278
H  7.124  4.055  -0.556
H  5.928  4.289  0.735
H  7.387  6.207  0.205
C  0.814  2.501  -5.083
C  2.073  2.114  -5.748
O  1.924  2.509  -7.117
H  -0.123  2.102  -5.471
H  0.651  3.579  -5.074
H  0.893  2.083  -4.079
H  2.046  1.028  -5.826
H  3.049  2.382  -5.343
H  2.761  2.286  -7.531
C  3.316  -4.511  -1.336
C  3.910  -4.025  -0.018
O  2.959  -4.521  0.818
H  4.101  -4.391  -2.081
H  2.504  -3.841  -1.619
H  2.920  -5.527  -1.328
H  3.989  -2.944  -0.134
H  4.892  -4.459  0.171
H  2.214  -3.917  0.841
C  1.604  0.741  1.792
C  0.168  0.164  1.778
O  0.119  -1.082  1.205
H  1.652  1.724  2.259
H  1.941  0.846  0.761
H  2.322  0.091  2.293
H  -0.509  0.780  1.185
H  -0.363  0.038  2.721
H  -0.638  -1.531  1.588
C  -5.347  -4.282  3.256
C  -6.155  -4.913  4.444
O  -5.256  -5.699  5.191
H  -5.028  -5.055  2.557
H  -4.578  -3.543  3.479
H  -6.116  -3.691  2.758
H  -7.054  -5.444  4.134
H  -6.487  -4.082  5.067
H  -5.248  -6.567  4.781

## Properties
net charge = 0

No. 8
C6H9F | ωB97M-V/def2-TZVPD

Atoms and positions in Å:
C  -0.870  -0.347  -0.556
C  0.043  0.707  -1.148
C  1.038  1.111  -0.040
C  0.521  0.283  1.304
C  -0.127  -0.892  0.534
C  -1.247  -1.685  -0.152
H  0.849  0.571  -2.055
H  -0.643  1.690  -1.403
H  2.058  0.362  -0.115
H  1.268  2.340  0.003
H  -0.053  0.729  1.989
H  1.311  -0.156  1.868
H  0.884  -1.166  0.117
H  -1.144  -2.698  -0.738
H  -2.304  -1.433  0.144
F  -1.585  0.583  0.248

## Properties
net charge = 0
energy above the lowest of the compared OMol25 structures with the same formula, charge and spin = 557.3 kJ/mol

No. 9
C2H36O18Sn | ωB97M-V/def2-TZVPD

Atoms and positions in Å:
Sn  11.785  -7.055  -9.451
O  12.881  -6.170  -7.487
C  13.373  -7.343  -6.844
C  14.543  -7.837  -7.769
O  14.135  -7.886  -9.142
H  12.586  -8.051  -7.023
H  13.576  -7.288  -5.812
H  15.025  -8.779  -7.457
H  15.353  -7.085  -7.742
O  14.900  -9.164  -11.374
H  15.330  -8.470  -11.830
H  14.621  -8.713  -10.589
O  13.236  -10.748  -9.107
H  13.500  -9.781  -9.167
H  13.842  -11.216  -9.761
O  13.953  -3.970  -6.542
H  14.553  -3.598  -7.236
H  13.484  -4.689  -6.972
O  13.885  -7.203  -3.426
H  13.059  -6.745  -3.574
H  14.317  -6.641  -2.828
O  17.573  -8.503  -6.728
H  17.160  -7.688  -6.742
H  17.223  -8.950  -5.972
O  16.766  -10.215  -8.806
H  16.831  -9.687  -8.056
H  15.859  -10.040  -9.069
O  15.707  -5.943  -5.298
H  14.973  -6.525  -5.153
H  15.257  -5.168  -5.650
O  10.797  -9.385  -8.568
H  9.947  -9.655  -8.914
H  11.447  -10.028  -8.825
O  17.635  -5.687  -7.318
H  17.496  -5.806  -8.248
H  16.830  -5.669  -6.812
O  16.859  -7.387  -9.910
H  15.989  -7.368  -9.500
H  16.935  -8.082  -10.551
O  14.494  -11.504  -6.915
H  13.833  -11.059  -6.389
H  14.200  -11.365  -7.824
O  15.742  -9.213  -4.510
H  16.260  -9.608  -3.809
H  15.238  -8.546  -4.086
O  10.840  -4.593  -6.451
H  10.330  -4.948  -5.788
H  11.565  -5.207  -6.531
O  12.959  -9.872  -4.962
H  13.735  -9.435  -4.603
H  12.701  -9.226  -5.612
O  14.860  -5.182  -9.349
H  14.596  -5.596  -8.549
H  14.819  -5.939  -9.898
O  10.290  -8.578  -5.446
H  10.197  -9.236  -4.713
H  10.273  -9.043  -6.267

## Properties
net charge = 0
energy above the lowest of the compared OMol25 structures with the same formula, charge and spin = 0.0 kJ/mol

No. 10
C15H31FIN4O4PS | ωB97M-V/def2-TZVPD

Atoms and positions in Å:
C  1.296  2.078  1.652
C  0.875  2.368  0.202
I  -0.912  3.557  0.148
C  0.602  1.098  -0.605
C  1.926  0.336  -0.891
C  2.374  0.573  -2.268
N  2.712  0.698  -3.356
C  1.850  -1.179  -0.617
F  1.864  -1.337  0.751
C  0.598  -1.758  -1.121
N  -0.363  -2.218  -1.542
P  3.334  -2.182  -1.207
O  3.169  -2.326  -2.773
O  2.896  -3.644  -0.739
S  4.965  -1.501  -0.492
H  2.366  2.260  1.789
H  0.767  2.705  2.370
H  1.098  1.031  1.907
H  1.648  2.957  -0.297
H  0.099  1.340  -1.543
H  -0.082  0.459  -0.037
H  2.708  0.701  -0.213
H  2.751  -1.587  -3.244
H  3.321  -3.864  0.103
C  -0.245  3.865  7.321
C  -0.765  4.673  6.137
C  -0.402  4.094  4.766
O  0.948  4.265  4.373
C  1.864  3.343  4.928
N  -0.352  6.069  6.293
H  0.812  4.061  7.503
H  -0.784  4.144  8.225
H  -0.373  2.792  7.161
H  -1.859  4.655  6.181
H  -0.987  4.619  4.007
H  -0.672  3.030  4.714
H  1.421  2.345  5.009
H  2.218  3.652  5.914
H  2.721  3.294  4.256
H  -0.813  6.647  5.598
H  0.640  6.137  6.083
C  -4.290  -4.341  -5.001
C  -3.161  -3.497  -4.420
C  -1.953  -3.332  -5.349
O  -1.126  -4.474  -5.469
C  -1.576  -5.457  -6.377
N  -2.796  -4.014  -3.101
H  -4.069  -5.407  -4.923
H  -5.210  -4.163  -4.444
H  -4.472  -4.104  -6.051
H  -3.552  -2.484  -4.271
H  -1.308  -2.556  -4.928
H  -2.274  -2.997  -6.346
H  -2.040  -5.000  -7.257
H  -2.290  -6.148  -5.921
H  -0.702  -6.025  -6.696
H  -2.142  -3.376  -2.658
H  -2.274  -4.876  -3.235

## Properties
net charge = 0

No. 11
C3H5N3 | ωB97M-V/def2-TZVPD

Atoms and positions in Å:
C  0.243  0.675  -1.517
C  -0.048  0.067  -0.185
N  -1.255  0.073  0.371
N  -1.071  -0.573  1.514
N  0.163  -0.958  1.783
C  0.834  -0.575  0.708
H  1.226  1.154  -1.506
H  0.248  -0.083  -2.307
H  -0.510  1.425  -1.770
H  -1.729  -0.481  2.268
H  1.900  -0.724  0.641

## Properties
net charge = 0
energy above the lowest of the compared OMol25 structures with the same formula, charge and spin = 78.7 kJ/mol

No. 12
C2HNO2 | ωB97M-V/def2-TZVPD

Atoms and positions in Å:
C  0.453  -0.091  -0.154
C  -0.784  0.370  -0.855
H  0.623  -0.773  1.459
N  -1.759  1.089  -0.948
O  -0.134  -0.768  0.788
O  1.601  0.173  -0.290

## Properties
net charge = 0
energy above the lowest of the compared OMol25 structures with the same formula, charge and spin = 131.6 kJ/mol

No. 13
C4H7NO2 | ωB97M-V/def2-TZVPD

Atoms and positions in Å:
C  -1.743  -1.306  0.307
N  -0.798  -0.279  0.006
C  -0.822  0.882  0.488
O  0.131  1.738  0.061
C  0.948  1.008  -0.866
O  0.794  1.161  -2.035
C  2.024  0.210  -0.184
H  -2.532  -1.003  1.007
H  -2.193  -1.626  -0.639
H  -1.202  -2.166  0.716
H  -1.513  1.319  1.218
H  2.955  0.780  -0.252
H  2.162  -0.746  -0.693
H  1.787  0.030  0.865

## Properties
net charge = 0
energy above the lowest of the compared OMol25 structures with the same formula, charge and spin = 133.3 kJ/mol

No. 14
C4H9O2 | ωB97M-V/def2-TZVPD

Atoms and positions in Å:
C  1.446  -1.947  0.430
C  1.945  -0.582  0.983
O  2.516  0.161  0.142
O  1.792  -0.294  2.192
H  2.170  -2.122  -0.367
H  0.473  -1.829  -0.031
H  1.553  -2.694  1.204
C  -1.065  0.638  -0.168
C  -1.890  1.654  -0.991
H  -1.533  0.536  0.804
H  -1.095  -0.312  -0.623
H  -0.075  1.038  -0.040
H  -1.691  1.607  -2.061
H  -1.587  2.634  -0.638
H  -2.959  1.512  -0.835

## Properties
net charge = -1
energy above the lowest of the compared OMol25 structures with the same formula, charge and spin = 33.7 kJ/mol

| no. | total energy (a.u.) |
| --- | --- |
| 1 | -533.6404 |
| 2 | -4967.4390 |
| 3 | -1331.6495 |
| 4 | -3080.4754 |
| 5 | -238.1032 |
| 6 | -438.8487 |
| 7 | -6233.9085 |
| 8 | -333.6441 |
| 9 | -1666.3284 |
| 10 | -2247.2407 |
| 11 | -281.5601 |
| 12 | -282.0050 |
| 13 | -361.8301 |
| 14 | -308.3321 |